C20H31N3O5 | the ωB97M-V functional and the def2-TZVPD basis

As for the SMILES: COc1cc(CCCN2C(=O)C(=O)NC[C@@H]2CCCCN)cc(OC)c1OC. The gap between HOMO and LUMO is 8.63 eV. Its LUMO energy is 0.63 eV. As for the energy relative to the best compared isomer or geometry (same formula, charge and spin): 17.5 kcal per mole. For the HOMO energy, the calculation gives -8.005 eV.

CARTESIAN COORDINATES (ANGSTROEM)
1 O -1.38360 -1.28702 -1.91595
2 C -0.64187 1.09784 0.65071
3 C 0.68753 -0.13460 -1.57877
4 C 0.02781 3.00264 -0.95717
5 C 1.84981 -2.34752 0.00242
6 H 2.80907 2.17127 -1.29833
7 C -0.77001 -0.46637 -1.26590
8 C -2.29634 -3.03887 1.03641
9 O 1.29042 -0.79611 -2.40440
10 C 2.67599 1.11794 -1.03122
11 N 1.26082 0.85146 -0.85518
12 O -1.18065 -3.32595 1.85595
13 H -3.30222 3.49918 0.43343
14 O 0.07043 -1.31768 3.60101
15 C -0.94840 -2.04698 4.24901
16 H 1.52456 -4.57374 -1.75475
17 N -1.32609 0.17654 -0.22039
18 H -0.96441 -1.66908 5.27208
19 C 0.57118 -1.73442 2.39778
20 C 0.53724 -4.10129 -1.76489
21 H 3.05878 1.26903 1.09082
22 H -0.57124 3.42654 -2.96723
23 H -2.79253 2.47237 -2.94420
24 C -2.85094 4.03961 -1.48097
25 C 0.48716 1.80879 -0.09235
26 H -1.35255 1.84484 1.01337
27 N -2.68513 4.15661 -0.03430
28 C 3.68278 -0.70064 0.47320
29 H 1.15359 2.22446 0.67225
30 H -0.17826 -4.77011 -2.23994
31 H -2.94793 5.08721 0.27290
32 H -2.03573 -2.99148 -0.02124
33 H -0.22704 0.55661 1.51149
34 C -0.00716 -2.66277 1.53104
35 H -0.73733 -3.11702 4.25313
36 H -0.54367 3.67583 -0.31759
37 H -0.51369 1.71044 -2.61198
38 C -2.31745 2.69664 -1.98734
39 H 0.93179 3.52671 -1.27470
40 H 2.35121 -2.58708 -0.91992
41 H -1.92562 -1.87702 3.78912
42 H 4.49625 1.24387 0.07018
43 H 3.00896 0.49990 -1.86784
44 H -2.60955 1.91489 -1.28747
45 H 4.10069 -1.16816 -0.41925
46 H -2.29020 4.85538 -1.94463
47 H 0.57864 -3.15889 -2.31706
48 O 0.05048 -3.90361 -0.45420
49 C -0.80341 2.68142 -2.20265
50 C 3.50868 0.80035 0.21385
51 H -3.90488 4.14326 -1.78645
52 H -3.00727 -3.84743 1.19840
53 H 4.40103 -0.82264 1.28820
54 H 2.17959 -0.39324 2.73415
55 H -2.75952 -2.08871 1.34113
56 C 0.65556 -2.97418 0.32510
57 C 2.40097 -1.39372 0.84557
58 C 1.76620 -1.10683 2.03809
59 H -2.24254 -0.14846 0.05750